Model P:
Here is 2 unconnected molecules or ions with the total composition C5H14O from OMol25. Energies are from ωB97M-V/def2-TZVPD.

Values from the calculation:
**SMILES**: CCC(C)C.O
**HOMO**: -10.63 eV
**2S+1**: 1

Last columns: bonded neighbours and bond lengths (Å).
Geometry (Å):
1 C -0.241 1.519 1.308  C2 1.545, H6 1.029, H7 1.096, H8 1.079
2 C 0.079 0.313 0.397  C1 1.545, C3 1.554, H9 1.120, H10 1.093
3 C -1.015 -0.789 0.429  C2 1.554, C4 1.574, C5 1.544, H11 1.053
4 C -0.437 -1.816 -0.614  C3 1.574, H12 1.067, H13 1.126, H14 1.077
5 C -2.356 -0.183 -0.042  C3 1.544, H15 1.079, H16 1.131, H17 1.021
6 H -1.077 2.026 0.983  C1 1.029
7 H -0.278 1.236 2.366  C1 1.096
8 H 0.516 2.287 1.254  C1 1.079
9 H 0.192 0.615 -0.675  C2 1.120
10 H 1.089 -0.062 0.585  C2 1.093
11 H -1.058 -1.324 1.335  C3 1.053
12 H -0.457 -2.788 -0.173  C4 1.067
13 H 0.605 -1.549 -0.949  C4 1.126
14 H -1.000 -1.898 -1.529  C4 1.077
15 H -2.979 0.302 0.693  C5 1.079
16 H -2.983 -1.057 -0.389  C5 1.131
17 H -2.115 0.467 -0.792  C5 1.021
18 O 4.498 0.606 -1.134  H19 0.950, H20 0.906
19 H 5.184 1.223 -1.362  O18 0.950
20 H 3.833 0.872 -1.689  O18 0.906

---

Model Q:
Here is 2 unconnected molecules or ions with the total composition C5H14O from OMol25. Energies are from ωB97M-V/def2-TZVPD.

Values from the calculation:
**SMILES**: CCCCC.O
**HOMO**: -10.80 eV
**2S+1**: 1

Last columns: bonded neighbours and bond lengths (Å).
Geometry (Å):
1 C 0.000 0.000 0.000  C2 1.559, H6 1.103, H7 1.103, H8 1.103
2 C 0.125 -0.099 1.551  C1 1.559, C3 1.563, H9 1.107, H10 1.107
3 C 0.990 -1.307 2.037  C2 1.563, C4 1.531, H11 1.107, H12 1.107
4 C 0.974 -1.516 3.554  C3 1.531, C5 1.580, H13 1.107, H14 1.107
5 C 2.285 -2.227 4.075  C4 1.580, H15 1.103, H16 1.103, H17 1.103
6 H 0.937 0.173 -0.555  C1 1.103
7 H -0.717 0.796 -0.264  C1 1.103
8 H -0.421 -0.970 -0.314  C1 1.103
9 H 0.559 0.852 1.915  C2 1.107
10 H -0.828 -0.262 2.090  C2 1.107
11 H 0.519 -2.213 1.611  C3 1.107
12 H 2.012 -1.230 1.619  C3 1.107
13 H 0.733 -0.577 4.088  C4 1.107
14 H 0.140 -2.224 3.725  C4 1.107
15 H 2.475 -3.206 3.602  C5 1.103
16 H 2.130 -2.382 5.156  C5 1.103
17 H 3.174 -1.590 3.934  C5 1.103
18 O 0.101 3.896 1.355  H19 0.984, H20 0.984
19 H -0.646 4.495 1.127  O18 0.984
20 H -0.178 3.459 2.191  O18 0.984

---

Model R:
Here is 2 unconnected molecules or ions with the total composition C5H14O from OMol25. Energies are from ωB97M-V/def2-TZVPD.

Values from the calculation:
**SMILES**: CC(C)O.CC
**HOMO**: -10.24 eV
**2S+1**: 1

Last columns: bonded neighbours and bond lengths (Å).
Geometry (Å):
1 C 0.950 -1.532 -1.039  C2 1.544, H5 1.087, H6 1.086, H7 1.077
2 C 1.693 -0.204 -1.302  C1 1.544, C3 1.514, O4 1.412, H8 1.100
3 C 2.248 0.420 -0.039  C2 1.514, H9 1.109, H10 1.080, H11 1.098
4 O 2.612 -0.486 -2.335  C2 1.412, H12 0.956
5 H 0.010 -1.360 -0.523  C1 1.087
6 H 1.592 -2.220 -0.496  C1 1.086
7 H 0.697 -1.917 -2.013  C1 1.077
8 H 0.983 0.582 -1.597  C2 1.100
9 H 2.709 -0.259 0.708  C3 1.109
10 H 1.540 0.750 0.707  C3 1.080
11 H 3.050 1.151 -0.206  C3 1.098
12 H 3.412 -0.852 -1.963  O4 0.956
13 C -3.238 0.660 0.784  C14 1.535, H15 1.090, H16 1.121, H17 1.082
14 C -2.102 0.842 1.800  C13 1.535, H18 1.084, H19 1.109, H20 1.084
15 H -3.014 0.595 -0.281  C13 1.090
16 H -3.903 1.562 0.757  C13 1.121
17 H -3.893 -0.134 1.116  C13 1.082
18 H -2.175 1.760 2.373  C14 1.084
19 H -1.152 0.753 1.236  C14 1.109
20 H -2.020 -0.110 2.310  C14 1.084

---

Model S:
Here is 2 unconnected molecules or ions with the total composition C5H14O from OMol25. Energies are from ωB97M-V/def2-TZVPD.

Values from the calculation:
**SMILES**: CCC.CCO
**HOMO**: -10.28 eV
**2S+1**: 1

Last columns: bonded neighbours and bond lengths (Å).
Geometry (Å):
1 C -1.337 -2.611 0.180  C2 1.540, H4 1.113, H5 1.132, H6 1.132
2 C -0.181 -2.497 -0.831  C1 1.540, C3 1.591, H7 1.041, H8 1.042
3 C 1.178 -2.398 -0.010  C2 1.591, H9 1.058, H10 1.028, H11 1.084
4 H -1.041 -2.923 1.207  C1 1.113
5 H -2.164 -3.284 -0.197  C1 1.132
6 H -1.641 -1.564 0.487  C1 1.132
7 H -0.468 -1.710 -1.448  C2 1.041
8 H -0.040 -3.405 -1.323  C2 1.042
9 H 1.888 -1.917 -0.629  C3 1.058
10 H 0.969 -1.658 0.672  C3 1.028
11 H 1.477 -3.227 0.622  C3 1.084
12 C -0.873 2.213 0.686  C13 1.447, H15 1.118, H16 1.149, H17 1.110
13 C 0.014 2.903 -0.226  C12 1.447, O14 1.442, H18 1.120, H19 1.138
14 O 1.363 2.470 0.040  C13 1.442, H20 1.037
15 H -0.567 2.155 1.760  C12 1.118
16 H -1.811 2.871 0.771  C12 1.149
17 H -1.106 1.188 0.330  C12 1.110
18 H -0.055 4.018 -0.152  C13 1.120
19 H -0.396 2.602 -1.244  C13 1.138
20 H 1.247 1.439 0.032  O14 1.037

---

Result of the stability comparison: model Q is the most stable of them.

---

Model P:
Here is a single C5H9NS molecule from OMol25. Energies are from ωB97M-V/def2-TZVPD.

Values from the calculation:
**SMILES**: CC1(C)NCC1=S
**HOMO**: -8.50 eV
**2S+1**: 1

Last columns: bonded neighbours and bond lengths (Å).
Geometry (Å):
1 C -1.552 0.712 0.382  C2 1.467, H8 1.197, H9 1.087, H10 1.212
2 C -0.574 0.263 -0.615  C1 1.467, C3 1.575, N4 1.437, C6 1.585
3 C -0.278 1.227 -1.825  C2 1.575, H11 1.102, H12 1.088, H13 1.052
4 N -0.729 -1.030 -1.224  C2 1.437, C5 1.560, H14 1.102
5 C 0.445 -1.584 -0.358  N4 1.560, C6 1.483, H15 1.040, H16 1.277
6 C 0.630 -0.255 0.276  C2 1.585, C5 1.483, S7 1.629
7 S 1.138 0.202 1.754  C6 1.629
8 H -1.166 1.776 0.772  C1 1.197
9 H -2.551 0.769 -0.043  C1 1.087
10 H -1.595 0.155 1.457  C1 1.212
11 H 0.167 2.142 -1.402  C3 1.102
12 H 0.567 0.876 -2.414  C3 1.088
13 H -1.095 1.318 -2.481  C3 1.052
14 H -0.744 -1.263 -2.301  N4 1.102
15 H 1.191 -1.894 -1.012  C5 1.040
16 H 0.094 -2.075 0.768  C5 1.277

---

Model Q:
Here is 2 unconnected molecules or ions with the total composition C5H9NS from OMol25. Energies are from ωB97M-V/def2-TZVPD.

Values from the calculation:
**HOMO**: -7.91 eV
**2S+1**: 1

Last columns: bonded neighbours and bond lengths (Å).
Geometry (Å):
1 C 2.290 -0.776 -0.832  N6 1.157
2 C -1.623 -0.500 1.387  C3 1.326, H8 1.066, H9 1.021
3 C -0.997 -1.070 0.367  C2 1.326, S7 1.721, H10 1.049
4 C 3.453 0.901 0.583  N6 1.339, H11 1.007, H12 1.181, H13 1.115
5 C -2.651 0.181 -1.582  S7 1.814, H14 1.017, H15 1.011, H16 1.159
6 N 2.856 -0.088 -0.093  C1 1.157, C4 1.339
7 S -1.361 -1.066 -1.315  C3 1.721, C5 1.814
8 H -2.320 0.303 1.307  C2 1.066
9 H -1.586 -0.852 2.345  C2 1.021
10 H -0.305 -1.852 0.462  C3 1.049
11 H 4.115 1.422 0.033  C4 1.007
12 H 4.057 0.509 1.520  C4 1.181
13 H 2.749 1.690 0.935  C4 1.115
14 H -2.784 0.819 -0.801  C5 1.017
15 H -3.534 -0.289 -1.723  C5 1.011
16 H -2.358 0.669 -2.592  C5 1.159

---

Result of the stability comparison: model Q is the most stable of them.

---

Model P:
Here is a single C5H11BO molecule from OMol25. Energies are from ωB97M-V/def2-TZVPD.

Values from the calculation:
**HOMO (alpha / beta)**: -6.59 / -7.22 eV
**2S+1**: 1

Last columns: bonded neighbours and bond lengths (Å).
Geometry (Å):
1 B 1.056 -0.743 -0.205  C2 1.612, O7 1.295
2 C 0.367 0.700 -0.001  B1 1.612, C4 1.548, H8 0.993, H9 1.139
3 C -2.640 -1.343 0.367  C5 1.371, H10 1.137, H11 1.044
4 C -1.147 0.567 0.289  C2 1.548, C5 1.531, H12 1.148, H13 1.109
5 C -1.880 -0.552 -0.455  C3 1.371, C4 1.531, H14 1.280, H15 1.175
6 C 3.494 -0.232 0.064  O7 1.428, H16 1.077, H17 1.080, H18 1.085
7 O 2.320 -1.019 -0.140  B1 1.295, C6 1.428
8 H 0.873 1.283 0.625  C2 0.993
9 H 0.557 1.101 -1.051  C2 1.139
10 H -3.558 -1.856 -0.065  C3 1.137
11 H -2.343 -1.415 1.366  C3 1.044
12 H -1.233 0.404 1.421  C4 1.148
13 H -1.599 1.578 0.349  C4 1.109
14 H -0.795 -1.143 -0.793  C5 1.280
15 H -2.198 -0.078 -1.483  C5 1.175
16 H 3.326 0.703 -0.443  C6 1.077
17 H 4.302 -0.852 -0.299  C6 1.080
18 H 3.553 -0.190 1.146  C6 1.085

---

Model Q:
Here is a single C5H11BO molecule from OMol25. Energies are from ωB97M-V/def2-TZVPD.

Values from the calculation:
**SMILES**: BO/C(=C\C)CC
**HOMO**: -9.59 eV
**2S+1**: 1

Last columns: bonded neighbours and bond lengths (Å).
Geometry (Å):
1 B 1.192 -1.403 2.077  O2 1.369, H8 1.175, H9 1.243
2 O 1.333 -1.090 0.752  B1 1.369, C3 1.703
3 C 0.201 -0.199 -0.157  O2 1.703, C4 1.364, C6 1.521
4 C 0.287 1.161 -0.207  C3 1.364, C5 1.503, H10 1.138
5 C 1.122 2.085 0.635  C4 1.503, H11 1.195, H12 1.020, H13 1.105
6 C -0.659 -1.135 -0.991  C3 1.521, C7 1.553, H14 1.055, H15 1.078
7 C -1.865 -0.423 -1.663  C6 1.553, H16 1.078, H17 1.070, H18 1.081
8 H 0.316 -1.082 2.791  B1 1.175
9 H 2.093 -2.143 2.505  B1 1.243
10 H -0.391 1.631 -0.990  C4 1.138
11 H 1.080 1.653 1.748  C5 1.195
12 H 2.117 2.083 0.407  C5 1.020
13 H 0.827 3.148 0.696  C5 1.105
14 H -0.078 -1.685 -1.680  C6 1.055
15 H -1.184 -1.869 -0.403  C6 1.078
16 H -2.371 0.238 -0.978  C7 1.078
17 H -2.417 -1.236 -2.087  C7 1.070
18 H -1.605 0.267 -2.454  C7 1.081

---

Result of the stability comparison: model Q is the most stable of them.